Record 1
DFT (ωB97M-V with the def2-TZVPD basis set) results for the molecule BrH4N2OP.

Geometry as XYZ:
```
9
Properties=species:S:1:pos:R:3:forces:R:3
N 0.5358 -0.8747 -1.2384 -0.26 -1.16 2.11
N 0.3209 1.3040 0.2426 1.21 1.01 -0.65
O 0.0653 -1.1058 1.2324 1.28 5.82 0.42
P -0.1933 -0.1648 -0.0931 0.41 -2.33 0.87
Br -2.3493 0.2331 -0.0523 -0.47 -0.32 -0.08
H 0.4305 -0.4354 -2.0780 -0.24 1.13 -3.16
H 0.2292 1.5521 1.1936 0.08 0.82 1.05
H 1.2557 1.3535 -0.1577 0.00 0.49 0.54
H -0.2947 -1.8620 0.9510 -2.01 -5.45 -1.10
```
Forces are in eV/Å.

* energy above the lowest of the compared OMol25 structures with the same formula, charge and spin: 0.2987 eV
* spin multiplicity: 1
* frontier orbital gap: 10.42 eV
* total energy: -84425.1353 eV
* SMILES string: N=[P@](N)(O)Br

Record 2
DFT (ωB97M-V with the def2-TZVPD basis set) results for the molecule BrH4N2P.

Geometry as XYZ:
```
8
Properties=species:S:1:pos:R:3:forces:R:3
N -0.5579 -1.1702 -0.3293 -0.29 0.52 -0.47
N -0.2664 1.1559 0.4577 -0.44 1.39 0.81
P 0.3152 -0.3405 0.7545 1.92 0.50 0.26
Br 2.7379 -0.0918 -0.3580 -1.28 -0.20 0.43
H -1.4402 -1.0247 -0.7404 -0.93 1.44 -0.52
H -0.4669 -2.1264 -0.3602 1.00 -2.61 0.26
H 0.0385 1.9639 0.9714 0.46 -0.47 1.40
H -0.3602 1.6339 -0.3957 -0.46 -0.56 -2.16
```
Forces are in eV/Å.

* energy above the lowest of the compared OMol25 structures with the same formula, charge and spin: 0.4743 eV
* spin multiplicity: 1
* frontier orbital gap: 9.02 eV
* total energy: -82377.1002 eV
* SMILES string: NP(N)Br

Record 3
DFT (ωB97M-V with the def2-TZVPD basis set) results for a cluster of 2 separate species, BrH4NSi in total.

Geometry as XYZ:
```
7
Properties=species:S:1:pos:R:3:forces:R:3
N -0.5959 -1.0071 0.1465 -0.38 -0.60 0.31
Si 0.2207 0.4790 0.1586 0.07 -0.74 -0.61
Br 2.3590 -0.0239 0.1725 0.67 -0.07 0.22
H -1.6005 -1.0507 0.1463 -0.11 -0.04 0.04
H -0.1791 -1.8535 -0.2055 0.04 0.02 -0.01
H -0.1887 1.3307 1.2460 -0.19 0.44 1.00
H -0.0155 2.1255 -1.6644 -0.09 0.99 -0.96
```
Forces are in eV/Å.

* energy above the lowest of the compared OMol25 structures with the same formula, charge and spin: 0.0000 eV
* spin multiplicity: 3
* frontier orbital gap (spin up / spin down): 7.09 / 8.74 eV
* total energy: -79472.0202 eV

Record 4
DFT (ωB97M-V with the def2-TZVPD basis set) results for a structure of composition BrH8IO4Zn.

Geometry as XYZ:
```
15
Properties=species:S:1:pos:R:3:forces:R:3
Zn 0.7080 -0.0182 0.4557 0.93 -0.05 0.78
I 0.6670 -0.0953 4.6188 -0.09 0.03 -1.15
Br 4.5718 -0.2440 0.1195 -1.25 0.06 0.00
O -2.4204 -0.1487 0.5327 0.47 0.07 -0.16
H -2.9975 -0.1805 -0.2303 -0.09 -0.04 -0.27
H -3.0109 -0.2139 1.2832 -0.02 -0.01 0.39
O 0.4607 -3.0646 0.3339 -0.03 0.52 -0.06
H -0.2422 -3.6336 0.6476 -0.25 -0.05 0.21
H 0.9675 -3.6158 -0.2624 0.31 -0.06 -0.17
O -0.0304 0.3550 -2.4350 0.02 -0.03 0.55
H 0.1923 -0.1112 -3.2408 0.23 -0.24 -0.16
H -0.7389 0.9468 -2.6880 -0.18 0.24 0.02
O 0.7187 2.9776 0.3951 -0.12 -0.56 -0.01
H 1.2204 3.5738 -0.1610 0.34 0.05 -0.19
H -0.0659 3.4725 0.6309 -0.26 0.08 0.20
```
Forces are in eV/Å.

* energy above the lowest of the compared OMol25 structures with the same formula, charge and spin: 6.7371 eV
* spin multiplicity: 1
* frontier orbital gap: 3.80 eV
* total energy: -134877.4844 eV

Record 5
DFT (ωB97M-V with the def2-TZVPD basis set) results for a cluster of 2 separate species, BrHIP in total.

Geometry as XYZ:
```
4
Properties=species:S:1:pos:R:3:forces:R:3
P 0.8151 -1.2426 0.0094 -2.76 -1.13 2.26
Br -2.6482 1.2638 -1.1724 0.63 -0.38 0.32
I 0.2474 0.3482 1.7191 0.03 -0.74 -0.91
H 1.5857 -0.3694 -0.5561 2.09 2.25 -1.67
```
Forces are in eV/Å.

* energy above the lowest of the compared OMol25 structures with the same formula, charge and spin: 3.9373 eV
* spin multiplicity: 1
* frontier orbital gap (spin up / spin down): 3.72 / 3.68 eV
* total energy: -87444.6946 eV